Entry from the OMol25 dataset: a cluster of 2 separate species, C8H9ClN3O in total (wB97M-V/def2-TZVPD).

Its total charge is +1. The spin multiplicity is 1. As for the energy above the lowest of the compared OMol25 structures with the same formula, charge and spin: 0.0 kcal/mol.

Last column: Löwdin charge in e.
Cartesian coordinates (Å):
C  3.12371  1.36250  -0.77769  -0.038
C  2.44547  2.19928  0.15124  -0.037
C  2.68961  0.10232  -0.54264  -0.100
C  1.65092  1.38749  0.88518  -0.113
C  -3.70829  0.20017  -0.46196  -0.024
C  -3.54553  -1.16889  -0.57610  -0.064
C  -2.64037  0.92199  0.08743  -0.710
C  -1.50250  -0.99860  0.31377  -0.374
N  -2.42461  -1.77740  -0.18595  0.144
N  -1.52740  0.30107  0.47509  0.135
N  -0.25336  -1.65554  0.72627  0.271
O  1.78595  0.09611  0.47752  -0.095
Cl  -2.68931  2.60158  0.28379  0.794
H  3.83585  1.67098  -1.51359  0.115
H  2.54775  3.25899  0.24736  0.114
H  2.93546  -0.84149  -0.98465  0.124
H  -4.60800  0.69640  -0.78226  0.119
H  -4.30752  -1.81353  -0.98774  0.129
H  0.56253  -0.96074  0.64700  0.124
H  -0.09656  -2.47844  0.13063  0.179
H  0.96337  1.57459  1.68438  0.121
H  -0.31501  -1.97601  1.70040  0.184



Entry from the OMol25 dataset: a cluster of 15 separate species, C23H77FN30O16S in total (wB97M-V/def2-TZVPD).

Its total charge is 0. The spin multiplicity is 1.

Last column: Löwdin charge in e.
Cartesian coordinates (Å):
C  -2.41400  5.08826  -0.41145  -0.091
C  -2.60583  5.86228  -1.75804  -0.176
C  -1.60659  5.40049  -2.89100  -0.375
C  -2.35314  4.36063  -3.78277  -0.051
N  -0.26787  5.01790  -2.37322  -0.174
C  0.23111  3.67996  -2.73130  -0.206
C  -0.40814  2.52469  -1.85413  -0.161
C  0.66882  1.73937  -1.02907  -0.197
C  0.18487  0.27963  -0.64347  -0.176
C  -0.13364  0.27683  0.89806  -0.281
N  -0.87570  -0.96331  1.20178  -0.003
S  0.85271  6.23537  -2.80503  0.781
O  0.37785  7.57162  -2.39897  -0.271
O  2.18907  5.98501  -2.21475  -0.315
F  0.98324  6.12116  -4.45262  -0.195
H  -1.41938  4.62488  -0.27417  0.055
H  -3.24732  4.37386  -0.24046  0.052
H  -2.51526  5.83576  0.41405  0.079
H  -3.66455  5.71118  -2.06688  0.097
H  -2.44618  6.94339  -1.57341  0.101
H  -1.46907  6.30729  -3.53035  0.118
H  -3.20400  4.90680  -4.25357  0.090
H  -1.73800  4.00591  -4.64276  0.079
H  -2.79575  3.51493  -3.22206  0.091
H  0.23415  3.44134  -3.81692  0.117
H  1.31219  3.66638  -2.44438  0.107
H  -0.82729  1.79341  -2.58947  0.110
H  -1.27287  2.87095  -1.25415  0.095
H  1.54564  1.60012  -1.69562  0.078
H  0.94782  2.33082  -0.13101  0.110
H  1.04070  -0.39766  -0.82012  0.081
H  -0.68525  -0.04376  -1.25619  0.100
H  -0.71612  1.20554  1.12646  0.105
H  0.82922  0.33353  1.45050  0.098
H  -0.72821  -1.22972  2.17388  0.019
H  -1.85371  -0.77548  1.00049  0.048
C  1.31813  -1.05551  4.14107  -0.666
O  0.10398  -0.91603  4.00887  -0.018
N  1.89339  -2.25049  4.41609  0.160
N  2.18742  -0.01194  4.02049  0.161
H  2.87734  -2.38501  4.52835  0.073
H  1.28444  -3.03910  4.51073  0.103
H  1.79681  0.88816  3.81462  0.071
H  3.18010  -0.09968  4.12201  0.099
C  -6.31137  4.14033  -0.07396  -0.676
O  -5.50571  4.13133  -0.99449  0.010
N  -7.62979  4.45626  -0.24759  0.140
N  -5.94131  3.83069  1.19323  0.167
H  -8.30182  4.46765  0.49451  0.085
H  -7.92689  4.68799  -1.17678  0.095
H  -4.97137  3.58928  1.33958  0.061
H  -6.56600  3.82421  1.97547  0.093
C  -4.05393  -1.32342  -1.72232  -0.697
O  -4.11571  -0.38430  -0.94434  0.023
N  -3.25881  -2.40625  -1.50045  0.159
N  -4.77810  -1.36493  -2.87881  0.146
H  -3.19109  -3.19037  -2.12467  0.086
H  -2.71043  -2.40610  -0.65567  0.097
H  -5.37440  -0.58189  -3.07329  0.100
H  -4.74288  -2.12411  -3.53175  0.088
C  5.64580  6.79166  -0.69172  -0.690
O  5.49145  6.32483  0.42872  0.010
N  4.67409  6.75814  -1.64106  0.151
N  6.81404  7.38660  -1.07858  0.136
H  4.78310  7.13501  -2.56230  0.094
H  3.79727  6.32720  -1.39200  0.052
H  7.55257  7.42862  -0.40170  0.096
H  6.96576  7.77632  -1.98838  0.085
C  4.29522  -0.14236  -1.46967  -0.665
O  3.08398  -0.00620  -1.60522  0.012
N  4.87555  -1.33880  -1.20542  0.175
N  5.16708  0.89967  -1.57438  0.154
H  5.86714  -1.46346  -1.09420  0.070
H  4.26560  -2.13901  -1.11913  0.075
H  4.77961  1.80502  -1.76852  0.101
H  6.16313  0.80464  -1.46709  0.067
C  -3.89688  2.12791  3.73790  -0.668
O  -3.82123  2.59860  2.61464  0.018
N  -3.25795  2.68231  4.80382  0.162
N  -4.62280  1.00644  4.01161  0.154
H  -3.30072  2.31086  5.73301  0.088
H  -2.70981  3.51362  4.63083  0.075
H  -5.10189  0.57245  3.24339  0.104
H  -4.69801  0.59990  4.92371  0.088
C  -4.56892  -6.25441  -1.10885  -0.690
O  -3.42453  -6.15137  -1.54630  -0.012
N  -5.33556  -5.16652  -0.81924  0.159
N  -5.16548  -7.45160  -0.88107  0.148
H  -6.27132  -5.22069  -0.46493  0.096
H  -4.92441  -4.26282  -0.97675  0.069
H  -4.62924  -8.27393  -1.08399  0.105
H  -6.09413  -7.55523  -0.53023  0.054
C  3.00795  -4.04435  7.25688  -0.663
O  3.22448  -3.68792  6.10819  0.009
N  3.51323  -3.38336  8.33483  0.154
N  2.24274  -5.13137  7.55196  0.154
H  3.34846  -3.65695  9.28417  0.093
H  4.08139  -2.57696  8.15262  0.106
H  1.85464  -5.64166  6.78021  0.106
H  2.05124  -5.44167  8.48482  0.093
C  8.36919  -0.50302  -2.94486  -0.669
O  7.86555  -0.67698  -1.84231  0.007
N  7.65773  -0.02558  -4.00080  0.163
N  9.67820  -0.77344  -3.20004  0.154
H  8.04580  0.12558  -4.91177  0.096
H  6.68585  0.18324  -3.84319  0.097
H  10.22953  -1.12716  -2.44002  0.105
H  10.11108  -0.63906  -4.09319  0.094
C  2.41591  -4.48365  -2.02203  -0.681
O  2.82645  -4.06186  -0.94528  0.001
N  3.13669  -4.40750  -3.16972  0.150
N  1.19077  -5.06878  -2.15171  0.152
H  2.81470  -4.75108  -4.06182  0.051
H  4.04293  -3.98283  -3.11259  0.099
H  0.62693  -5.14187  -1.32442  0.101
H  0.83126  -5.42070  -3.01762  0.089
C  -7.91142  -8.82768  -2.53250  -0.663
O  -7.51844  -8.40383  -1.45428  0.002
N  -7.16451  -8.72992  -3.66460  0.162
N  -9.12273  -9.42848  -2.68593  0.155
H  -7.46146  -9.06798  -4.55953  0.096
H  -6.26466  -8.28967  -3.58328  0.104
H  -9.69762  -9.51561  -1.86829  0.106
H  -9.46323  -9.78209  -3.55939  0.095
C  3.67421  -6.98429  -5.80223  -0.657
O  3.64636  -5.88834  -5.25728  0.006
N  3.68762  -7.12816  -7.15571  0.155
N  3.69420  -8.14624  -5.09598  0.160
H  3.71068  -8.01450  -7.62219  0.094
H  3.67360  -6.28903  -7.70554  0.106
H  3.68544  -8.07375  -4.09426  0.111
H  3.71726  -9.05468  -5.51744  0.095
C  -0.05403  4.76951  3.45744  -0.665
O  -1.26669  4.91217  3.51107  0.024
N  0.53924  3.53992  3.50995  0.146
N  0.80174  5.81741  3.33827  0.168
H  1.53134  3.39667  3.46416  0.103
H  -0.06661  2.74138  3.58825  0.096
H  0.39834  6.73480  3.29486  0.107
H  1.79847  5.72183  3.29091  0.101
C  1.29275  2.68327  7.40921  -0.691
O  2.05085  3.64025  7.36620  0.018
N  1.13181  1.92812  8.53446  0.142
N  0.54756  2.29142  6.33916  0.162
H  0.51718  1.13950  8.59333  0.088
H  1.66662  2.18984  9.34153  0.098
H  0.64258  2.82855  5.48895  0.051
H  -0.07917  1.50901  6.35268  0.092



Entry from the OMol25 dataset: a cluster of 3 separate species, C4H13NO2 in total (wB97M-V/def2-TZVPD).

Its total charge is 0. As for the SMILES: C=C(N)CC.O.O. The spin multiplicity is 1. As for the energy above the lowest of the compared OMol25 structures with the same formula, charge and spin: 21.1 kcal/mol.

Last column: Löwdin charge in e.
Cartesian coordinates (Å):
C  0.55712  -1.97689  -0.67672  -0.111
C  -0.72196  -1.13629  -0.70780  -0.203
C  -0.45837  0.29543  -1.11761  -0.405
C  0.51335  0.65386  -1.96444  0.034
N  -1.23161  1.27731  -0.44699  0.055
H  1.31240  -1.58118  0.00437  0.072
H  0.95388  -2.06463  -1.68530  0.062
H  0.41813  -3.00379  -0.32480  0.070
H  -1.30014  -1.23653  0.20703  0.104
H  -1.33868  -1.62004  -1.47861  0.114
H  0.84165  1.67514  -2.07144  0.057
H  0.92755  -0.14105  -2.56503  0.049
H  -2.19266  0.96996  -0.40264  0.095
H  -1.19882  2.18079  -0.90324  0.099
H  -1.29939  0.77601  2.88186  0.024
H  -1.47930  1.47155  1.49376  -0.026
O  -1.53150  1.60977  2.45706  -0.091
H  2.64002  -0.07232  2.60856  0.025
H  2.37389  1.33455  2.62377  0.019
O  2.21444  0.58834  2.06819  -0.042



Entry from the OMol25 dataset: a cluster of 2 separate species, C9H14 in total (wB97M-V/def2-TZVPD).

Its total charge is 0. As for the SMILES: Cc1ccccc1.CC. The spin multiplicity is 1. As for the energy above the lowest of the compared OMol25 structures with the same formula, charge and spin: 43.8 kcal/mol.

Last column: Löwdin charge in e.
Cartesian coordinates (Å):
C  0.44122  1.51045  -0.22632  -0.069
C  3.19877  -0.48778  -2.03925  -0.075
C  3.11033  -1.68780  -1.26553  -0.082
C  2.21158  0.47652  -1.81415  -0.072
C  1.36387  0.42167  -0.70828  -0.257
C  2.13347  -1.90974  -0.25595  -0.086
C  1.38511  -0.80242  0.09983  -0.041
H  3.70237  -0.63167  -2.99900  0.101
H  3.67037  -2.57584  -1.52724  0.089
H  2.21478  1.33049  -2.44108  0.092
H  2.27201  -2.74171  0.26837  0.050
H  0.80823  2.02982  0.71178  0.104
H  -0.64602  1.35388  -0.13402  0.049
H  0.88607  -0.74720  1.13332  0.130
H  0.58675  2.30240  -0.95824  0.063
C  -3.94232  -0.05958  1.96335  -0.171
C  -2.87250  0.56798  1.06388  -0.181
H  -3.95285  -1.12672  2.19911  0.058
H  -3.91989  0.31516  2.98988  0.061
H  -4.88125  0.03241  1.40721  0.060
H  -2.41087  1.60163  1.39402  0.101
H  -3.32266  0.85368  0.09871  0.070
H  -2.03656  -0.02562  1.03962  0.004



| no. | largest force on an atom (eV Å⁻¹) | HOMO (eV) |
| --- | --- | --- |
| 1 | 1.0 | -12.285 |
| 2 | 4.1 | -7.359 |
| 3 | 1.4 | -8.393 |
| 4 | 5.9 | -8.762 |